Molecular formula: C40H31AuBrN4O3PS2
Method: DFT, ωB97M-V/def2-TZVPD

charge	+2
highest occupied orbital energy	-13.49	eV
LUMO level	-7.72	eV
energy above the lowest of the compared OMol25 structures with the same formula, charge and spin	83.3	kJ/mol

The geometry in XYZ format:
```
83
Properties=species:S:1:pos:R:3:forces:R:3:lowdin_charge:R:1
Au -0.58814 -0.06928 0.30953 0.212 0.165 -0.314 1.09
Br 5.04298 0.13946 -4.53513 0.004 0.006 -0.012 0.83
C 4.03539 0.02296 -2.95772 0.004 -0.007 0.051 -0.69
C 2.65243 -0.06617 -3.02901 0.018 0.002 0.021 -0.09
C 1.91613 -0.12252 -1.85867 0.175 0.028 -0.032 -0.04
C 2.55566 -0.08425 -0.62356 -0.135 -0.022 0.067 -0.30
C 3.94748 -0.03511 -0.55816 -0.029 0.036 -0.095 -0.01
C 4.68458 0.02410 -1.72559 -0.026 -0.021 -0.034 -0.10
N 1.72177 -0.09058 0.53024 0.139 0.030 0.152 0.02
C 2.14431 -0.02702 1.72633 -0.019 -0.076 -0.052 -0.04
C 1.21564 -0.16769 2.86480 0.085 -0.064 -0.031 -0.25
C 1.68395 -0.14539 4.16788 -0.121 -0.029 -0.026 0.02
C 0.78091 -0.38852 5.19712 0.000 0.004 -0.047 -0.01
C -0.53970 -0.65756 4.88168 0.037 -0.012 0.031 -0.01
C -0.92647 -0.64803 3.54786 -0.063 -0.058 -0.007 -0.10
N -0.06344 -0.40315 2.57158 -0.059 0.193 -0.043 0.03
H 2.15575 -0.08351 -3.98877 0.000 -0.004 -0.009 0.12
H 0.83582 -0.17274 -1.91890 -0.052 0.000 0.002 0.09
H 4.47835 -0.04015 0.38367 -0.007 0.011 0.019 0.11
H 5.76368 0.06785 -1.68375 0.011 0.000 -0.012 0.12
H 3.20038 0.06367 1.97243 -0.005 0.010 -0.020 0.14
H 2.73055 0.03883 4.36944 0.015 0.014 -0.006 0.13
H 1.11128 -0.37966 6.22669 -0.002 -0.005 0.011 0.13
H -1.26869 -0.87109 5.65019 -0.010 -0.001 0.007 0.13
H -1.95248 -0.83836 3.25563 -0.012 0.014 -0.005 0.13
O -1.73278 0.51363 -1.53565 0.138 -0.392 0.121 -0.42
S -3.12260 0.61396 -0.93711 -0.095 -0.063 0.584 0.52
O -4.17114 0.05065 -1.71255 0.053 0.138 -0.144 -0.23
O -2.98635 0.12639 0.45988 -0.332 -0.009 -0.127 -0.40
C -3.29181 2.35219 -0.74009 0.103 -0.050 -0.041 -0.27
C -4.44428 3.01960 -1.09440 0.002 0.042 -0.020 -0.01
C -4.52188 4.39233 -0.87380 -0.019 -0.052 -0.028 -0.02
C -3.45895 5.06842 -0.30110 0.031 -0.006 0.014 -0.03
C -2.30324 4.38624 0.06423 -0.022 0.002 -0.019 -0.05
C -2.20803 3.01738 -0.16173 -0.028 -0.004 0.081 -0.31
P -0.61741 2.26976 0.30576 0.087 0.066 0.032 1.09
C -0.31406 2.88446 1.96585 0.021 0.043 -0.036 -0.35
C 0.66762 3.82345 2.28304 0.017 -0.051 -0.012 -0.07
C 0.75299 4.31707 3.57736 -0.018 -0.002 -0.004 -0.04
C -0.14305 3.89201 4.54623 0.005 0.009 0.008 -0.04
C -1.14468 2.98284 4.22405 -0.010 0.000 0.004 -0.05
C -1.23515 2.48313 2.93875 -0.052 0.005 -0.041 -0.10
C 0.59300 2.79608 -0.89666 -0.013 0.081 0.020 -0.34
C 0.14620 3.07109 -2.19292 -0.022 -0.025 -0.015 -0.06
C 1.05264 3.45308 -3.16759 -0.013 -0.009 0.026 -0.03
C 2.39955 3.57074 -2.85539 0.014 0.010 -0.019 -0.03
C 2.85011 3.29893 -1.56942 0.001 -0.019 -0.004 -0.05
C 1.95522 2.90092 -0.59415 -0.025 0.001 0.061 -0.11
H -5.26163 2.47129 -1.54281 -0.011 -0.011 0.001 0.13
H -5.41711 4.93054 -1.15219 -0.016 -0.004 -0.005 0.13
H -3.52319 6.13422 -0.13155 0.007 0.008 0.009 0.12
H -1.48540 4.93306 0.51763 0.009 -0.011 0.007 0.12
H 1.34023 4.20162 1.52876 0.037 0.008 -0.039 0.10
H 1.50739 5.05237 3.82100 0.011 0.005 -0.006 0.12
H -0.08043 4.29140 5.54961 0.004 -0.003 0.007 0.12
H -1.86778 2.68450 4.97136 -0.003 -0.008 0.001 0.12
H -2.04479 1.81017 2.67519 0.011 -0.018 -0.002 0.11
H -0.90278 2.98268 -2.44035 -0.014 0.005 -0.004 0.11
H 0.70540 3.66696 -4.16873 -0.011 0.000 -0.010 0.12
H 3.10338 3.87772 -3.61743 0.012 0.002 -0.007 0.12
H 3.90144 3.39020 -1.33279 0.005 0.007 0.015 0.12
H 2.31938 2.67195 0.39868 0.004 -0.019 -0.005 0.10
S -1.11434 -6.73589 -0.08104 -0.122 0.083 -0.028 1.02
C -0.94837 -4.96625 -0.01734 -0.023 -0.012 0.011 -0.48
C 0.28554 -4.34519 -0.18812 0.082 0.008 -0.105 -0.03
C 0.37269 -2.97331 -0.12454 -0.013 0.022 -0.077 -0.09
N -0.69981 -2.20030 0.11169 -0.084 0.012 0.062 -0.06
C -1.89404 -2.78667 0.28900 0.062 -0.005 -0.036 -0.09
C -2.05042 -4.15771 0.22877 -0.063 0.000 0.099 -0.03
C -0.76815 -6.93765 -1.82532 0.174 -0.045 -0.036 -0.52
C 0.50721 -7.27408 -2.25556 -0.089 -0.009 0.055 -0.08
C 0.71641 -7.42036 -3.61989 0.131 -0.034 -0.040 -0.13
N -0.23335 -7.25674 -4.53316 0.002 -0.001 0.035 0.08
C -1.45298 -6.95635 -4.10128 -0.108 0.024 -0.094 -0.12
C -1.77821 -6.78803 -2.76282 0.015 0.018 0.093 -0.07
H 1.17405 -4.92997 -0.38026 0.015 0.012 -0.006 0.12
H 1.31424 -2.46842 -0.28100 0.036 0.000 0.029 0.10
H -2.73376 -2.12845 0.46084 -0.037 0.015 0.019 0.10
H -3.03170 -4.58950 0.36593 -0.011 0.006 -0.010 0.12
H 1.31050 -7.44093 -1.55165 0.018 0.001 0.010 0.11
H 1.69851 -7.68814 -3.99234 0.006 0.003 0.001 0.11
H -2.21678 -6.84735 -4.86241 -0.008 0.005 0.003 0.12
H -2.79143 -6.55794 -2.46428 -0.015 0.006 -0.001 0.11
```
Positions in Å, forces in eV/Å.